1.
123
Properties=species:S:1:pos:R:3 method="wB97M-V/def2-TZVPD" fmax_ev_per_a=1.75 multiplicity=1 charge=+1 gap_ev=7.8 lumo_energy_ev=-2.671 e_tot_ha=-3191.2874 e_homo_ev=-10.50
C 4.44894 -1.41370 1.28567
C 4.29948 -0.81985 -0.09817
O 3.59072 0.43312 -0.09114
B 2.47514 0.45223 -0.87161
O 2.51017 0.81627 -2.18701
C 1.09414 0.04289 -0.13096
C 0.03819 -0.70583 -0.94791
C -1.24904 -0.67402 -0.07189
C -1.77113 -1.97957 0.46165
C -2.73072 -1.98554 1.46828
C -3.20644 -3.20174 1.93395
N -2.83433 -4.38737 1.46683
C -1.92781 -4.36946 0.49861
C -1.36961 -3.21224 -0.04178
C -0.97387 0.42539 0.97665
B -0.64375 0.06561 2.52608
N -0.18560 -1.19807 2.97744
O -0.87923 1.08889 3.43243
N 0.26577 1.12633 0.45038
H 4.53812 -2.49223 1.19754
H 5.33054 -1.05711 1.79981
H 3.56334 -1.22939 1.88718
H 3.78323 -1.54901 -0.73002
H 5.27518 -0.66583 -0.54474
H 2.44114 0.04252 -2.76616
H 1.41830 -0.67505 0.61804
H -0.10038 -0.24640 -1.92134
H 0.46379 -1.68489 -1.13695
H -1.99227 -0.25651 -0.74849
H -3.06755 -1.04763 1.88035
H -3.92783 -3.18110 2.73389
H -1.61910 -5.32482 0.10413
H -0.66147 -3.31402 -0.84289
H -1.72825 1.20411 1.04715
H 0.16669 -1.80971 2.25247
H 0.49977 -1.18536 3.72465
H -0.08193 1.31209 3.92089
H 0.72199 1.73678 1.12358
H -0.01682 1.68800 -0.35739
F 2.68326 -0.98979 -4.40154
C 1.84254 -1.14975 -5.46512
C 1.52890 -0.04451 -6.22466
C 0.67726 -0.20926 -7.30771
C 0.15525 -1.46145 -7.60254
C 0.48863 -2.55601 -6.81696
C 1.34570 -2.40542 -5.73603
H 1.94840 0.92069 -5.97230
H 0.42439 0.64213 -7.92523
H -0.50816 -1.58445 -8.44720
H 0.08334 -3.53167 -7.04584
H 1.62783 -3.24633 -5.11631
F -5.54724 -1.43003 3.71802
C -6.79980 -1.90896 3.49699
C -6.93305 -3.10365 2.82490
C -8.20588 -3.60622 2.59899
C -9.31857 -2.89999 3.03962
C -9.15714 -1.69285 3.70921
C -7.88536 -1.19080 3.94739
H -6.04959 -3.62933 2.49068
H -8.32809 -4.54561 2.07781
H -10.31093 -3.29006 2.86009
H -10.02162 -1.14035 4.05052
H -7.73675 -0.25774 4.47227
F -1.46213 2.55146 -1.42311
C -0.88156 3.01901 -2.57721
C -0.26048 4.24758 -2.55201
C 0.32898 4.70968 -3.71980
C 0.27543 3.94670 -4.87800
C -0.36397 2.71473 -4.87193
C -0.94722 2.23639 -3.70827
H -0.24299 4.83087 -1.64040
H 0.82612 5.66936 -3.72427
H 0.72978 4.31558 -5.78706
H -0.41485 2.12277 -5.77464
H -1.45078 1.27813 -3.68094
F 9.60586 3.32231 -2.26321
C 8.54801 2.51682 -2.47391
C 8.73877 1.33078 -3.15454
C 7.64472 0.50545 -3.36814
C 6.38820 0.87786 -2.90850
C 6.22130 2.07631 -2.22879
C 7.30950 2.90669 -2.00335
H 9.72394 1.06469 -3.50814
H 7.77615 -0.43023 -3.89480
H 5.53584 0.23231 -3.08227
H 5.24071 2.36545 -1.87431
H 7.20655 3.84324 -1.47197
F -8.60963 -0.25680 7.27872
C -8.62117 -1.38666 8.02569
C -8.24387 -2.57840 7.44222
C -8.24868 -3.72906 8.21707
C -8.63721 -3.67391 9.54832
C -9.01801 -2.46291 10.10959
C -9.00807 -1.30424 9.34694
H -7.95123 -2.60031 6.40035
H -7.94949 -4.67090 7.77779
H -8.64358 -4.57404 10.14756
H -9.32440 -2.41799 11.14559
H -9.29355 -0.34896 9.76646
F -4.43512 5.03093 5.22988
C -4.84149 3.75461 5.38267
C -4.12641 2.75001 4.76159
C -4.54333 1.43698 4.92177
C -5.66388 1.14987 5.68916
C -6.36953 2.17614 6.30023
C -5.95643 3.49308 6.15232
H -3.25824 2.99900 4.16545
H -3.99301 0.63543 4.44781
H -5.98538 0.12562 5.81172
H -7.24480 1.95024 6.89391
H -6.48721 4.30865 6.62440
F 11.42553 0.59420 -4.65815
C 11.90052 1.19505 -5.77567
C 11.63730 2.53487 -5.96993
C 12.12766 3.14744 -7.11374
C 12.86018 2.41701 -8.03921
C 13.10785 1.06910 -7.81982
C 12.62863 0.44704 -6.67626
H 11.06078 3.08347 -5.23649
H 11.93761 4.19874 -7.28079
H 13.23875 2.89876 -8.93021
H 13.67646 0.49783 -8.54060
H 12.81569 -0.60027 -6.48109

***

2.
148
Properties=species:S:1:pos:R:3 method="wB97M-V/def2-TZVPD" fmax_ev_per_a=0.95 multiplicity=1 charge=+1 gap_ev=7.6 lumo_energy_ev=-4.147 e_tot_ha=-26222.3799 e_homo_ev=-11.74
F 0.06555 2.09410 -2.54331
N 0.50725 1.37686 -1.49873
C -0.05290 0.28852 -1.13652
C 0.72936 -0.23978 0.00855
C 1.22704 1.10279 0.60809
C 1.67268 1.79665 -0.69559
H -0.94307 -0.10258 -1.61133
H 0.25122 -0.96257 0.65270
H 1.58694 -0.72161 -0.49011
H 0.33228 1.65215 0.89763
H 1.93877 1.04636 1.42087
H 1.80379 2.87228 -0.64581
H 2.56867 1.32682 -1.09848
C 0.36853 -2.45252 3.90509
Cl 1.84195 -1.91828 3.07793
Cl -1.10775 -1.96677 3.04579
H 0.38636 -3.53377 3.95495
H 0.35108 -2.00476 4.89199
C -1.87100 -6.48826 4.16837
Cl -1.25798 -6.70258 2.52637
Cl -0.68171 -5.71909 5.23571
H -2.74473 -5.85118 4.13000
H -2.11031 -7.46019 4.58005
C -3.95244 -3.75152 7.51779
Cl -3.53081 -2.81379 6.07952
Cl -4.86233 -5.22153 7.14525
H -3.03558 -4.03319 8.02112
H -4.56960 -3.13280 8.15765
C 3.32397 -5.39444 1.86171
Cl 2.93777 -6.58264 0.60144
Cl 2.16128 -5.40992 3.18171
H 4.30185 -5.63659 2.26333
H 3.32252 -4.41449 1.39619
C 1.15854 -0.05542 7.53401
Cl 1.97219 -0.04453 5.96254
Cl -0.04635 -1.34379 7.66464
H 1.90846 -0.21025 8.29950
H 0.65230 0.89372 7.66642
C 5.28200 -7.86008 -2.27484
Cl 6.37105 -9.20721 -1.96021
Cl 6.12939 -6.44188 -2.91406
H 4.54685 -8.17562 -3.00433
H 4.81639 -7.58173 -1.33830
C -1.12924 3.17023 3.25063
Cl -0.44839 1.56038 3.50490
Cl -0.03882 4.19986 2.30661
H -2.05734 3.06930 2.70134
H -1.29415 3.62721 4.21727
C -4.50941 2.17904 0.50011
Cl -4.71105 2.25951 2.24955
Cl -3.32924 3.37894 -0.08912
H -4.14690 1.19189 0.24269
H -5.46363 2.36896 0.03058
C 5.94715 -10.62093 1.57408
Cl 5.02862 -9.11114 1.48314
Cl 7.15026 -10.59904 2.86602
H 5.25106 -11.42778 1.76476
H 6.45737 -10.75768 0.62870
C 1.95393 4.66680 -3.64711
Cl 2.84357 4.56973 -5.16842
Cl 3.01437 4.81750 -2.23454
H 1.30374 5.53135 -3.68197
H 1.37310 3.76067 -3.53949
C 3.61554 3.88411 4.65682
Cl 3.08150 2.78534 3.37225
Cl 2.41993 3.99264 5.95068
H 4.54194 3.50360 5.06739
H 3.74851 4.86813 4.22571
C 5.60754 2.88293 -6.89152
Cl 7.26196 2.26442 -6.93302
Cl 5.15789 3.73850 -8.37284
H 4.94849 2.03230 -6.77498
H 5.52519 3.57201 -6.05956
C -1.33045 4.25762 -5.79865
Cl -1.08810 5.89097 -5.16070
Cl -2.18211 4.24726 -7.33959
H -0.35590 3.80300 -5.94064
H -1.92854 3.70410 -5.08501
C -5.50005 4.07634 -3.32418
Cl -4.69797 4.17486 -4.90115
Cl -6.64936 2.73573 -3.24001
H -4.74428 3.93267 -2.56285
H -6.03619 5.00371 -3.15811
C 3.01553 -0.11917 -4.32770
Cl 4.04263 -0.17373 -5.75339
Cl 3.97477 0.07681 -2.84471
H 2.35265 0.73449 -4.41850
H 2.46039 -1.04774 -4.26557
C -4.78476 0.60981 7.93723
Cl -3.09075 0.11360 7.91556
Cl -5.29163 1.27141 6.37652
H -5.40825 -0.24326 8.17560
H -4.90152 1.38561 8.68484
C -8.54114 0.04686 -0.44196
Cl -7.93813 -0.34823 -2.05131
Cl -7.27132 0.79565 0.54888
H -9.36147 0.74659 -0.54686
H -8.86491 -0.86037 0.05163
C 8.93031 3.71430 -9.89115
Cl 10.39043 4.48963 -9.27168
Cl 9.23802 2.76013 -11.35123
H 8.54572 3.04664 -9.13156
H 8.20813 4.48324 -10.13530
C -2.99814 4.06284 7.97771
Cl -2.33036 3.79099 6.35956
Cl -1.77606 4.62512 9.11643
H -3.77774 4.81001 7.90075
H -3.38915 3.11702 8.33189
C 7.90795 -0.73423 -12.48784
Cl 6.32102 -1.41098 -12.08949
Cl 8.17081 -0.61997 -14.23006
H 7.96908 0.26023 -12.06563
H 8.66850 -1.38038 -12.06804
C -8.20493 5.18332 -6.03541
Cl -9.76839 4.41396 -5.75364
Cl -8.32391 6.94938 -6.04529
H -7.53337 4.89397 -5.23856
H -7.82176 4.85757 -6.99430
C 5.98717 -3.72726 -0.34666
Cl 4.42339 -2.91049 -0.57371
Cl 7.28800 -2.91481 -1.20829
H 6.21986 -3.71936 0.71151
H 5.89025 -4.73630 -0.72485
C 7.48290 -1.02036 -4.46898
Cl 8.11274 -1.32892 -6.08911
Cl 8.68064 -0.27143 -3.40569
H 6.64531 -0.34033 -4.55638
H 7.17691 -1.96327 -4.03209
C 4.15130 -5.48623 6.77833
Cl 2.57087 -4.70129 6.67792
Cl 5.37178 -4.64503 5.81317
H 4.46913 -5.48472 7.81298
H 4.05354 -6.49527 6.39776
C -11.88786 -0.48498 -3.19427
Cl -12.10799 -0.56416 -1.43792
Cl -10.80081 0.82037 -3.67312
H -11.45995 -1.42374 -3.52277
H -12.85491 -0.31314 -3.64922
C -11.80952 7.17744 -3.87923
Cl -12.74633 5.67913 -3.82501
Cl -12.80797 8.58627 -4.25098
H -11.35522 7.32827 -2.90808
H -11.05670 7.07531 -4.65203
C -1.33130 -0.49657 11.81110
Cl -0.82303 0.54406 10.47595
Cl -2.19547 -1.93512 11.24578
H -0.44993 -0.81928 12.35020
H -1.99508 0.07019 12.45127